#A
{"formula": "CH5IN2", "method": "ωB97M-V with the def2-TZVPD basis set", "spin_multiplicity": 1, "gap_ev": 9.35, "homo_ev": -9.602, "smiles": "C=NI.N", "species": ["C", "N", "I", "H", "H", "N", "H", "H", "H"], "coordinates": [[0.79632, -1.68959, -0.15302], [0.97397, -0.44279, 0.02422], [2.93906, 0.30658, 0.23675], [1.56361, -2.36239, -0.35474], [-0.24010, -1.71689, -0.40190], [-1.59350, 1.41775, 0.43276], [-0.58502, 1.13723, 0.27207], [-2.23052, 0.99751, -0.18892], [-1.62381, 2.35258, 0.13278]]}

#B
{"formula": "CH5IN2", "method": "ωB97M-V with the def2-TZVPD basis set", "spin_multiplicity": 1, "gap_ev": [8.68, 7.26], "homo_ev": [-8.211, -7.416], "species": ["C", "N", "N", "I", "H", "H", "H", "H", "H"], "coordinates": [[-1.24316, -1.36762, -0.19358], [0.32336, 1.50634, -0.04164], [0.90356, 0.46410, -0.56254], [-2.48936, 0.28370, 0.00858], [-1.37265, -1.87804, -1.13282], [-1.21266, -1.97888, 0.69005], [-0.13156, 2.12545, -0.69876], [0.23623, 1.69923, 0.95132], [1.28537, -0.15549, 0.15598]]}

Energies relative to the minimum, kJ/mol: #A 0.0; #B 227.8

#A
{"formula": "CH5IN2", "method": "ωB97M-V with the def2-TZVPD basis set", "spin_multiplicity": 1, "gap_ev": 10.21, "homo_ev": -9.304, "smiles": "[H]/N=N\\C.I", "species": ["H", "N", "N", "C", "H", "H", "H", "I", "H"], "coordinates": [[-0.38543, 0.11591, -1.58364], [0.39683, 0.23296, -0.78605], [-0.01801, 0.17116, 0.31704], [-1.39467, -0.16663, 0.53589], [-2.08065, 0.40014, 1.12315], [-1.73947, -0.44374, -0.40989], [-1.28757, -1.17968, 1.03829], [3.86001, 0.04617, 0.21518], [2.64896, 0.82371, -0.44997]]}

#B
{"formula": "CH5IN2", "method": "ωB97M-V with the def2-TZVPD basis set", "spin_multiplicity": 1, "gap_ev": 8.84, "homo_ev": -9.062, "species": ["C", "N", "N", "I", "H", "H", "H", "H", "H"], "coordinates": [[1.06385, 0.25241, 0.06988], [-1.33405, 0.44106, 0.37742], [-0.19059, 0.17498, -0.61049], [-0.36547, -1.72026, -1.50086], [1.84427, -0.56459, -0.20993], [1.61909, 1.21793, -0.03003], [1.11697, 0.00192, 1.12080], [-2.26768, 0.48384, -0.25905], [-1.48638, -0.28729, 1.04227]]}

Energies relative to the minimum, kJ/mol: #A 0.0; #B 24.8

#A
{"formula": "C6H15N2S", "method": "ωB97M-V with the def2-TZVPD basis set", "spin_multiplicity": 1, "gap_ev": [8.21, 7.43], "total_charge": 1, "homo_ev": [-11.859, -11.052], "species": ["C", "C", "C", "C", "C", "C", "N", "N", "S", "H", "H", "H", "H", "H", "H", "H", "H", "H", "H", "H", "H", "H", "H", "H"], "coordinates": [[0.32824, 1.84842, -1.65698], [0.82806, 0.89049, 1.22210], [1.66420, -0.99085, -0.32349], [-0.90313, -1.50422, 1.73482], [-1.89313, -0.07289, 0.03733], [0.55164, -0.16272, 0.23136], [0.45243, 1.42690, -2.88037], [-0.72185, -0.89825, 0.38791], [0.00537, 3.13534, -0.80546], [1.89845, 1.02903, 1.32957], [0.39377, 0.72525, 2.20551], [0.43067, 1.87806, 0.88343], [2.08333, -1.67317, 0.42671], [2.47481, -0.34260, -0.64565], [1.34654, -1.59159, -1.17559], [0.01499, -2.00172, 2.04123], [-1.14779, -0.72608, 2.45380], [-1.71409, -2.23013, 1.71836], [-1.78297, 0.30691, -0.97680], [-2.80838, -0.66038, 0.10926], [-1.95293, 0.77563, 0.71562], [0.74824, 0.47712, -3.06787], [0.37056, 2.03926, -3.68684], [-0.66702, -1.67783, -0.27797]]}

#B
{"formula": "C6H15N2S", "method": "ωB97M-V with the def2-TZVPD basis set", "spin_multiplicity": 1, "gap_ev": 7.78, "total_charge": 1, "homo_ev": -12.572, "species": ["C", "C", "C", "C", "C", "C", "N", "N", "S", "H", "H", "H", "H", "H", "H", "H", "H", "H", "H", "H", "H", "H", "H", "H"], "coordinates": [[-1.44689, -0.88504, -0.84360], [-2.67041, -1.07601, 0.07682], [-1.59231, 1.07346, 0.27515], [2.68631, 0.81924, 1.09256], [2.46640, 0.00462, -1.30343], [2.47842, -0.36825, 0.16920], [-0.60676, 0.06277, -0.16323], [-2.85100, 0.28186, 0.67657], [1.02636, -1.32180, 0.62883], [-0.92578, -1.81865, -1.03126], [-1.76386, -0.46315, -1.80610], [-3.56345, -1.39664, -0.45373], [-2.42952, -1.79205, 0.86182], [-1.82768, 1.68067, -0.59917], [-1.22802, 1.69011, 1.09341], [2.69782, 0.50760, 2.13447], [3.63335, 1.30348, 0.86742], [1.88634, 1.54254, 0.94963], [2.35064, -0.87685, -1.92917], [3.39913, 0.49694, -1.56560], [1.64140, 0.68375, -1.50280], [3.25801, -1.12188, 0.35409], [-3.69272, 0.74417, 0.32235], [-2.92577, 0.22912, 1.69576]]}

Energies relative to the minimum, kJ/mol: #A 32.4; #B 0.0

#A
{"formula": "C2H3N3O3", "method": "ωB97M-V with the def2-TZVPD basis set", "spin_multiplicity": 1, "gap_ev": 10.15, "homo_ev": -9.414, "smiles": "O/N=C1/NOC=NO1", "species": ["O", "N", "C", "N", "O", "C", "N", "O", "H", "H", "H"], "coordinates": [[-2.62108, -0.56508, -0.13308], [-1.69992, 0.48958, -0.11026], [-0.51975, 0.10806, 0.19918], [0.44656, 1.07911, 0.50214], [1.60621, 0.76704, -0.27766], [1.96775, -0.48478, -0.18378], [1.24485, -1.50153, 0.12982], [-0.15423, -1.17661, 0.25389], [-3.46018, -0.06046, -0.21507], [0.14815, 1.97720, 0.14112], [3.04164, -0.63252, -0.30630]]}

#B
{"formula": "C2H3N3O3", "method": "ωB97M-V with the def2-TZVPD basis set", "spin_multiplicity": 1, "gap_ev": 9.85, "homo_ev": -9.677, "smiles": "O=c1c(O)n[nH]n1O", "species": ["O", "C", "C", "O", "N", "N", "N", "O", "H", "H", "H"], "coordinates": [[-0.36055, -1.75943, -1.21421], [0.07652, -0.82960, -0.51693], [0.06545, 0.55674, -0.89307], [0.06796, 1.07080, -2.15265], [-0.06233, 1.39572, 0.05621], [-0.04169, 0.60061, 1.18867], [0.24971, -0.68855, 0.72662], [0.14459, -1.79449, 1.48388], [-0.11895, 2.07378, -2.12561], [0.91726, 0.87090, 1.64179], [-0.93797, -1.49647, 1.80532]]}

Energies relative to the minimum, kJ/mol: #A 38.1; #B 0.0